C17H15BCl44O3P | ωB97M-V with the def2-TZVPD basis set

Last column: Mulliken charge in e.
Geometry (Å):
C: 2.70 -1.96 -0.25  -0.67
C: 1.45 -1.51 0.58  0.48
P: 1.19 0.35 0.69  0.53
C: 2.22 1.21 -0.62  -1.17
C: 3.68 1.44 -0.15  -0.32
B: -0.64 0.90 0.23  0.91
O: -0.78 0.78 -1.27  -0.68
C: -1.71 -0.27 -1.41  -0.13
C: -2.68 0.13 -0.24  0.05
O: -3.79 -0.70 -0.08  -0.33
O: -1.77 0.13 0.81  -0.53
H: 3.41 -1.16 -0.46  0.07
H: 2.38 -2.40 -1.20  0.17
H: 3.25 -2.72 0.32  -0.02
H: 0.58 -2.05 0.18  0.28
H: 1.58 -1.89 1.60  -0.77
H: 2.14 0.71 -1.59  0.49
H: 1.75 2.19 -0.74  0.50
H: 4.35 1.32 -1.02  0.19
H: 3.93 0.69 0.59  0.02
H: 3.75 2.44 0.27  0.07
H: -0.71 2.05 0.63  -0.33
H: -1.25 -1.19 -1.01  -0.10
H: -2.14 -0.43 -2.40  0.16
H: -2.97 1.15 -0.56  0.13
H: -4.15 -0.47 0.78  0.20
C: 2.53 -5.30 -1.55  0.33
Cl: 1.03 -4.40 -1.80  -0.06
Cl: 2.18 -6.79 -0.66  -0.12
Cl: 3.24 -5.68 -3.12  -0.11
Cl: 3.66 -4.30 -0.63  -0.01
C: -1.36 1.06 4.65  0.17
Cl: -0.76 -0.51 4.12  -0.01
Cl: -0.02 2.21 4.73  -0.01
Cl: -2.58 1.64 3.50  -0.07
Cl: -2.10 0.90 6.26  -0.14
C: -6.83 0.17 -1.83  0.29
Cl: -6.92 1.29 -0.47  -0.04
Cl: -8.26 0.36 -2.85  -0.12
Cl: -5.38 0.51 -2.78  -0.01
Cl: -6.75 -1.49 -1.20  -0.12
C: -1.30 0.28 -5.86  0.24
Cl: -0.41 1.78 -6.12  -0.11
Cl: -0.32 -0.84 -4.91  -0.03
Cl: -2.80 0.63 -4.99  -0.02
Cl: -1.69 -0.46 -7.42  -0.12
C: 3.21 5.85 0.20  0.26
Cl: 1.98 4.67 0.68  0.02
Cl: 4.28 5.13 -1.02  -0.07
Cl: 2.42 7.28 -0.49  -0.12
Cl: 4.16 6.33 1.61  -0.11
C: 7.86 0.91 -0.33  0.18
Cl: 6.63 -0.26 0.18  0.02
Cl: 8.92 0.14 -1.52  -0.10
Cl: 7.08 2.33 -1.04  -0.05
Cl: 8.81 1.41 1.08  -0.12
C: 1.23 5.78 5.75  0.27
Cl: 1.96 7.37 5.98  -0.13
Cl: -0.47 5.83 6.23  -0.09
Cl: 1.35 5.31 4.05  0.02
Cl: 2.09 4.59 6.75  -0.10
C: 7.65 -3.59 -3.77  0.24
Cl: 7.12 -2.32 -2.67  0.04
Cl: 8.78 -4.65 -2.91  -0.11
Cl: 6.26 -4.53 -4.32  -0.05
Cl: 8.47 -2.88 -5.17  -0.12
C: 2.91 -2.46 3.15  0.40
Cl: 2.04 -1.01 3.64  -0.05
Cl: 3.20 -3.49 4.57  -0.14
Cl: 1.95 -3.36 1.97  -0.13
Cl: 4.46 -2.01 2.42  -0.05
C: -8.29 1.13 3.28  0.31
Cl: -9.51 0.60 2.11  -0.07
Cl: -7.75 2.76 2.88  -0.10
Cl: -8.99 1.12 4.91  -0.12
Cl: -6.91 0.02 3.23  -0.04
C: -10.76 -3.57 -2.44  0.29
Cl: -9.13 -2.94 -2.16  0.02
Cl: -10.86 -5.25 -1.87  -0.11
Cl: -11.93 -2.58 -1.55  -0.11
Cl: -11.13 -3.51 -4.17  -0.11

- net charge = -1
- frontier orbital gap (eV) = 5.1
- E_LUMO (eV) = 1.5


C17H15BrIMnNO5S | ωB97M-V with the def2-TZVPD basis set

Last column: Mulliken spin population.
Geometry (Å):
Mn: -0.85 -0.45 -0.01  1.15
O: -1.75 -3.27 2.41  0.01
C: -1.68 -2.20 1.94  0.01
O: -1.46 -1.98 0.58  0.03
C: -1.80 -0.87 2.62  -0.01
C: -2.31 -0.54 3.87  0.00
C: -2.46 0.82 4.16  0.00
C: -2.17 1.80 3.21  -0.01
C: -1.66 1.37 2.00  0.00
N: -1.44 0.09 1.78  -0.05
C: -1.43 2.14 0.73  0.01
O: -1.43 3.30 0.55  0.00
O: -1.27 1.21 -0.31  -0.04
H: -2.61 -1.32 4.56  0.00
H: -2.87 1.11 5.12  0.00
H: -2.36 2.85 3.39  0.00
O: 0.93 -0.57 0.27  -0.08
S: 1.65 -0.78 1.69  0.00
C: 3.28 -0.10 1.35  0.00
C: 4.04 -1.20 0.62  0.00
C: 3.71 -2.48 1.37  0.00
C: 2.19 -2.51 1.57  0.00
H: 3.70 0.12 2.34  0.00
H: 3.13 0.84 0.82  0.00
H: 5.11 -0.98 0.63  0.00
H: 3.71 -1.25 -0.42  0.00
H: 4.21 -2.49 2.34  0.00
H: 4.03 -3.37 0.83  0.00
H: 1.85 -3.04 2.46  0.00
H: 1.66 -2.89 0.70  0.00
Br: -2.85 -1.17 -5.20  0.00
C: -1.86 0.36 -4.76  0.00
C: -1.99 1.50 -5.54  0.00
C: -1.26 2.64 -5.24  0.00
C: -0.38 2.66 -4.16  0.00
C: -0.23 1.53 -3.38  0.00
C: -0.98 0.40 -3.68  0.00
I: -0.75 -1.34 -2.51  -0.04
H: -2.66 1.48 -6.38  0.00
H: -1.37 3.52 -5.85  0.00
H: 0.20 3.54 -3.94  0.00
H: 0.46 1.53 -2.55  0.00

- spin multiplicity = 2
- net charge = +2
- energy above the lowest of the compared OMol25 structures with the same formula, charge and spin (kcal/mol) = 0.00
- frontier orbital gap (spin up / spin down) (eV) = 5.0 / 5.6
- E_LUMO (spin up / spin down) (eV) = -9.3 / -8.7


C17H15BrN2O3 | ωB97M-V with the def2-TZVPD basis set

Last column: Mulliken charge in e.
Geometry (Å):
C: 3.24 0.84 4.08  -1.52
C: 2.82 0.82 2.65  0.92
C: 3.78 0.62 1.64  -0.64
C: 3.42 0.59 0.32  -1.05
C: 2.08 0.77 -0.06  1.03
C: 1.64 0.74 -1.41  -0.43
C: 0.34 0.91 -1.75  0.72
C: -0.16 0.79 -3.16  -1.32
C: -0.60 -0.66 -3.43  -0.86
N: -1.69 -1.05 -2.57  -0.12
C: -1.44 -1.59 -1.35  0.10
O: -0.37 -2.03 -1.00  -0.65
C: -2.62 -1.61 -0.47  0.74
C: -2.70 -1.94 0.86  -0.58
C: -4.03 -1.72 1.26  -0.20
C: -4.66 -1.26 0.14  -0.30
Br: -6.43 -0.76 -0.15  -0.12
O: -3.83 -1.20 -0.91  -0.30
C: -0.66 1.14 -0.71  0.18
O: -1.86 1.31 -0.92  -0.75
N: -0.18 1.17 0.57  0.10
C: 1.12 0.98 0.94  -0.12
C: 1.50 1.00 2.29  -0.71
H: 3.68 -0.12 4.36  0.33
H: 4.00 1.61 4.24  0.35
H: 2.40 1.04 4.74  0.33
H: 4.81 0.47 1.93  0.42
H: 4.16 0.43 -0.45  0.42
H: 2.37 0.55 -2.18  0.45
H: 0.62 1.06 -3.86  0.48
H: -1.02 1.45 -3.29  0.33
H: 0.23 -1.34 -3.24  0.40
H: -0.92 -0.76 -4.47  0.41
H: -2.55 -0.53 -2.68  0.31
H: -1.89 -2.30 1.46  0.60
H: -4.47 -1.86 2.23  0.52
H: -0.88 1.31 1.30  0.23
H: 0.75 1.16 3.05  0.29

- structure (SMILES) = Cc1ccc2cc(CCNC(=O)c3ccc(Br)o3)c(=O)[nH]c2c1
- net charge = 0
- energy above the lowest of the compared OMol25 structures with the same formula, charge and spin (kcal/mol) = 0.00
- frontier orbital gap (eV) = 8.6
- E_LUMO (eV) = 0.4


C17H15BrN4O2 | ωB97M-V with the def2-TZVPD basis set

Last column: Mulliken charge in e.
Geometry (Å):
C: -3.94 -3.08 -0.55  -1.08
N: -3.79 -1.69 -0.22  0.01
C: -4.86 -0.86 0.06  0.57
O: -6.03 -1.16 0.07  -0.68
N: -4.33 0.39 0.33  0.03
C: -5.13 1.53 0.68  -1.10
C: -2.96 0.34 0.22  0.17
C: -1.99 1.30 0.40  -0.81
C: -0.65 0.93 0.21  0.56
C: 0.39 1.91 0.40  -0.14
N: 1.62 1.59 0.28  -0.08
N: 2.58 2.51 0.49  -0.27
C: 3.92 2.27 0.35  0.06
O: 4.71 3.18 0.48  -0.63
C: 4.33 0.88 0.01  0.56
C: 5.44 0.72 -0.82  -0.65
C: 5.87 -0.54 -1.17  -0.46
C: 5.20 -1.67 -0.71  -0.43
C: 4.11 -1.50 0.12  -0.22
Br: 3.18 -3.03 0.76  -0.17
C: 3.67 -0.24 0.50  -0.12
C: -0.33 -0.39 -0.15  -0.87
C: -1.30 -1.36 -0.32  -0.88
C: -2.62 -0.99 -0.13  0.54
H: -3.41 -3.71 0.17  0.34
H: -5.00 -3.31 -0.53  0.36
H: -3.55 -3.28 -1.55  0.34
H: -4.86 1.90 1.67  0.34
H: -6.17 1.21 0.67  0.37
H: -4.99 2.33 -0.06  0.34
H: -2.24 2.31 0.67  0.44
H: 0.08 2.92 0.67  0.38
H: 2.32 3.47 0.71  0.26
H: 5.95 1.60 -1.17  0.43
H: 6.73 -0.66 -1.82  0.39
H: 5.53 -2.66 -0.99  0.40
H: 2.83 -0.14 1.17  0.68
H: 0.71 -0.63 -0.29  0.58
H: -1.03 -2.37 -0.59  0.45

- structure (SMILES) = Cn1c(=O)n(C)c2cc(/C=N/NC(=O)c3cccc(Br)c3)ccc21
- net charge = 0
- frontier orbital gap (eV) = 8.1
- E_LUMO (eV) = 0.2


C17H15ClNO3 | ωB97M-V with the def2-TZVPD basis set

Last column: Mulliken charge in e.
Geometry (Å):
C: -5.29 1.67 2.25  -1.21
C: -3.83 1.99 2.19  -0.15
O: -3.10 0.75 2.25  -0.34
C: -1.77 1.00 2.28  0.38
C: -0.90 -0.15 2.22  -0.90
C: 0.46 0.03 2.49  1.00
C: 1.12 1.30 2.69  -0.72
C: 2.51 1.40 2.81  0.21
Cl: 3.26 2.93 3.02  -0.28
C: 3.32 0.25 2.74  -0.47
C: 2.69 -1.01 2.68  -0.46
C: 1.31 -1.10 2.60  -0.73
O: -1.40 2.18 2.35  -0.77
H: -5.87 2.55 1.97  0.38
H: -5.58 0.86 1.58  0.30
H: -5.60 1.42 3.26  0.29
H: -3.59 2.49 1.24  0.27
H: -3.56 2.66 3.02  0.27
H: -1.36 -1.13 2.25  0.31
H: 0.55 2.23 2.70  0.55
H: 4.40 0.35 2.73  0.34
H: 3.30 -1.92 2.67  0.33
H: 0.83 -2.08 2.58  0.40
C: -2.88 -6.86 -2.64  -0.44
C: -3.94 -6.03 -2.28  -0.36
C: -3.74 -4.95 -1.42  -0.35
C: -2.46 -4.65 -0.92  0.33
N: -2.25 -3.44 -0.16  -0.51
C: -1.44 -3.20 0.73  0.87
O: -0.63 -3.24 1.60  -0.46
C: -1.41 -5.53 -1.23  -0.38
C: -1.61 -6.62 -2.10  -0.46
H: -3.03 -7.68 -3.34  0.34
H: -4.93 -6.23 -2.68  0.35
H: -4.58 -4.31 -1.14  0.40
H: -0.42 -5.35 -0.79  0.34
H: -0.78 -7.27 -2.35  0.34

- net charge = -1
- energy above the lowest of the compared OMol25 structures with the same formula, charge and spin (kcal/mol) = 3.08
- frontier orbital gap (eV) = 5.1
- E_LUMO (eV) = 2.5